Record 1
The following is a quantum chemistry calculation of a cluster of 7 separate species, C32H57N3O14 in total, from the Open Molecules 2025 dataset.

The value obtained for the total energy is -67243.502 eV. Its spin multiplicity is 1. The structure (SMILES) is CC(=O)N(C(C)=O)[C@@H](C#N)CC#N.CCOC(C)=O.CCOC(C)=O.CCOC(C)=O.CCOC(C)=O.CCOC(C)=O.CCOC(C)=O. The charge is 0.

Geometry as XYZ:
```
106
Properties=species:S:1:pos:R:3:forces:R:3
C -2.12506 -4.29624 2.72205 0.50 -0.01 -0.10
C -1.65354 -2.96224 3.23158 -0.12 -0.14 0.12
O -2.31764 -2.23781 3.93343 0.04 0.05 -0.34
N -0.35922 -2.57448 2.78723 -0.08 0.47 0.31
C 0.71140 -3.42622 3.30145 0.11 -0.48 0.05
C 1.24263 -4.46281 2.35362 -0.52 -0.07 -0.33
O 1.11649 -3.27331 4.42034 0.02 0.21 -0.21
C -0.08678 -1.13997 2.98521 0.14 0.35 -0.13
C 1.27552 -0.88599 2.47310 -0.18 -0.28 -0.05
N 2.28056 -0.76477 1.93481 0.07 0.14 0.20
C -1.04474 -0.27578 2.12453 -0.22 -0.08 0.03
C -1.19131 -0.87341 0.79258 -0.12 0.06 0.18
N -1.33400 -1.41958 -0.20597 0.08 0.06 -0.15
H -3.19195 -4.39381 2.90021 0.08 -0.08 0.04
H -1.88152 -4.37165 1.65968 -0.22 0.03 0.05
H -1.56721 -5.09876 3.21783 -0.20 0.03 0.08
H 1.15842 -5.45282 2.80561 0.25 0.09 0.09
H 2.28436 -4.23811 2.11807 -0.02 -0.05 0.15
H 0.66847 -4.46135 1.42655 0.12 0.05 0.05
H -0.15927 -0.82265 4.02478 0.03 0.04 -0.16
H -0.67257 0.74647 2.04196 0.08 -0.09 0.08
H -2.02950 -0.21590 2.59315 0.12 -0.08 -0.01
O -3.27612 3.79542 2.42854 -0.03 -0.02 -0.06
C -3.93270 3.60654 1.43954 0.19 -0.02 -0.07
O -4.57994 2.43506 1.30706 -0.13 -0.01 0.18
C -5.50193 2.16815 0.23820 0.00 -0.07 -0.17
C -4.79044 1.68218 -1.00422 0.22 0.37 0.16
C -3.97962 4.61704 0.31484 -0.30 0.14 0.10
H -6.13025 3.04003 0.04927 0.05 0.02 0.01
H -6.15639 1.38753 0.62194 0.06 -0.01 0.08
H -4.11248 2.44814 -1.38951 -0.06 0.03 -0.02
H -5.50800 1.43101 -1.77855 -0.04 -0.06 0.00
H -4.19921 0.79740 -0.78065 -0.08 -0.10 -0.04
H -3.11148 4.46155 -0.32462 0.01 -0.01 -0.01
H -3.91856 5.60956 0.75419 0.14 -0.03 0.03
H -4.87929 4.57123 -0.29245 0.06 -0.07 -0.07
O 0.09436 1.38405 5.30280 0.06 -0.06 0.04
C 0.10980 0.79223 6.35174 0.09 -0.11 -0.18
O 0.69825 1.37117 7.41243 -0.08 0.18 -0.02
C 0.62402 0.82208 8.73198 0.04 -0.11 0.16
C 1.69104 -0.22484 8.97453 0.04 -0.03 -0.14
C -0.43674 -0.60923 6.45941 -0.31 0.01 0.25
H -0.37876 0.44339 8.93429 0.01 -0.02 -0.05
H 0.77869 1.67269 9.39367 0.01 0.04 -0.06
H 1.57029 -1.08392 8.31433 -0.04 -0.02 0.04
H 1.64887 -0.57611 10.00580 0.00 0.02 0.01
H 2.67863 0.19702 8.78820 0.00 0.02 0.04
H 0.33576 -1.30455 6.12602 -0.01 -0.05 0.03
H -1.29478 -0.69010 5.79597 0.06 -0.03 -0.08
H -0.76818 -0.90659 7.45097 0.14 0.02 0.05
O -5.22597 -0.80476 -2.55537 -0.17 -0.17 -0.20
C -4.98718 -0.64616 -3.72403 0.29 -0.14 0.07
O -5.92011 -1.00827 -4.62919 -0.18 0.10 0.07
C -5.79645 -0.70384 -6.02278 0.05 -0.06 -0.18
C -4.95768 -1.72807 -6.75877 0.09 -0.06 0.13
C -3.65381 -0.12796 -4.19670 -0.16 0.33 0.00
H -5.41831 0.30970 -6.16260 0.03 -0.01 0.03
H -6.81888 -0.71352 -6.39830 -0.02 -0.03 0.07
H -3.93071 -1.74683 -6.39247 0.01 0.06 -0.05
H -4.93623 -1.50258 -7.82549 -0.02 0.01 0.00
H -5.37808 -2.72434 -6.61926 -0.04 0.01 -0.04
H -2.95158 -0.95764 -4.26146 0.04 0.02 -0.04
H -3.28627 0.58144 -3.45796 0.03 -0.13 0.11
H -3.68291 0.37674 -5.15812 0.06 -0.13 -0.06
O -1.07080 -1.23183 -5.80694 -0.09 0.01 -0.07
C -0.02032 -1.45805 -5.26328 0.14 0.12 0.00
O -0.01930 -1.64232 -3.93396 -0.10 -0.12 0.00
C 1.13379 -2.11207 -3.21800 0.17 -0.05 0.20
C 2.07386 -0.98955 -2.84941 0.02 0.25 -0.13
C 1.28107 -1.46367 -6.03224 -0.02 -0.30 0.00
H 1.62640 -2.90489 -3.78061 0.05 0.04 -0.04
H 0.74171 -2.56713 -2.31001 -0.19 0.03 -0.07
H 2.47651 -0.48997 -3.73109 0.05 -0.01 0.00
H 2.90703 -1.37070 -2.25914 -0.04 -0.08 -0.03
H 1.54187 -0.23616 -2.26611 -0.02 -0.05 0.05
H 1.63553 -0.43636 -6.11499 0.01 0.01 0.02
H 1.07988 -1.84730 -7.02934 -0.07 0.12 -0.03
H 2.06311 -2.07234 -5.58841 0.04 0.09 0.09
O 4.94839 -2.68384 -1.58700 0.02 0.05 -0.01
C 5.48879 -1.72119 -1.10809 0.05 -0.11 0.18
O 6.66929 -1.32811 -1.62812 -0.04 -0.01 -0.16
C 7.30801 -0.10272 -1.25839 0.10 0.13 0.09
C 8.14701 -0.25066 -0.00618 -0.05 -0.13 0.05
C 4.91582 -1.00151 0.08889 -0.05 0.25 -0.34
H 6.57594 0.70110 -1.17074 -0.02 -0.03 0.02
H 7.94500 0.14339 -2.10649 -0.03 -0.06 -0.03
H 7.53607 -0.51127 0.85819 -0.02 0.06 0.00
H 8.67017 0.68088 0.21157 0.00 0.00 -0.02
H 8.88357 -1.04298 -0.14031 0.03 0.03 -0.03
H 5.22322 -1.52191 0.99489 -0.01 -0.01 0.01
H 3.83459 -1.03856 0.02167 -0.01 -0.14 0.08
H 5.20443 0.04389 0.16437 0.09 -0.04 0.07
O 2.72814 2.68153 -3.97608 0.10 0.08 0.05
C 2.15619 3.28150 -3.10761 -0.22 -0.24 0.13
O 2.83537 4.18563 -2.37453 0.16 0.07 -0.18
C 2.20086 5.06603 -1.44100 -0.07 0.04 0.18
C 2.01204 4.42105 -0.08365 0.02 -0.13 -0.04
C 0.71285 2.98390 -2.76462 -0.18 0.28 -0.21
H 1.26448 5.44837 -1.84946 -0.01 -0.04 -0.01
H 2.87783 5.91484 -1.35919 0.04 -0.03 -0.05
H 1.34919 3.55718 -0.13621 -0.05 0.04 0.00
H 1.58677 5.13608 0.62084 0.01 0.01 0.00
H 2.97062 4.07624 0.30408 0.01 0.05 0.01
H 0.68253 2.13070 -2.08747 0.01 -0.01 0.01
H 0.19641 2.71806 -3.68390 0.09 -0.16 0.00
H 0.17190 3.81382 -2.31694 0.07 -0.04 0.13
```
Positions in Å, forces in eV/Å.

Results of the Löwdin charge analysis, in e, for atoms 1 through 2:
1 C 0.0294
2 C -0.4514

***

Record 2
The following is a quantum chemistry calculation of a structure of composition C32H58BN8STi, from the Open Molecules 2025 dataset.

The value obtained for the total energy is -80662.605 eV. Its spin multiplicity is 2. The charge is +2.

Geometry as XYZ:
```
101
Properties=species:S:1:pos:R:3:forces:R:3
Ti 0.78951 -0.56743 -0.04347 -0.03 0.21 -0.41
C 2.42550 1.87542 4.13457 2.00 1.07 -0.74
C 2.19961 2.14050 2.60507 0.63 0.33 1.06
C 3.34125 1.43967 1.78365 -0.83 1.05 1.63
C 0.83457 1.81819 2.10088 0.03 0.48 -0.78
C -0.36397 2.40549 2.46196 -1.25 0.17 1.72
C -1.30781 2.09851 1.48979 -0.01 -0.24 0.27
C -2.80386 2.32612 1.47751 0.40 0.83 -0.77
C -3.53929 1.14410 0.83818 -0.39 1.51 1.33
C -3.13125 3.71135 0.83306 -0.83 -2.60 -2.16
N -0.64201 1.43053 0.50357 -0.15 0.02 -0.30
N 0.64217 1.25490 0.91462 1.23 -1.00 -0.60
B -0.87971 1.56381 -1.08985 -0.58 -1.43 0.83
N 0.38005 1.78113 -1.86779 2.17 -0.34 0.45
N 1.22722 0.72224 -1.65292 1.04 -0.61 -0.20
C 2.48340 1.08332 -2.01038 -0.36 -0.10 0.42
C 2.45916 2.41400 -2.44334 -0.77 -2.06 0.45
C 1.13960 2.78945 -2.32764 -1.09 1.82 0.66
C 0.65540 4.21718 -2.47807 0.54 -1.01 -1.19
C -0.37040 4.35829 -3.65620 1.88 0.20 0.83
C 0.12000 4.85035 -1.20126 -0.07 0.45 -0.84
C 3.64180 0.08531 -1.90023 0.02 1.50 1.51
C 4.16813 -0.21767 -3.23350 0.42 1.96 -3.07
C 3.12528 -1.12651 -1.17265 -0.72 -0.84 0.70
N -1.34146 0.11243 -1.60659 -1.33 2.35 -0.38
N -0.95710 -1.00216 -1.01282 1.62 -0.88 1.83
C -1.59286 -2.04834 -1.57738 1.02 -0.31 0.80
C -2.36185 -1.55178 -2.56697 -1.83 -0.58 -0.99
C -2.22888 -0.16381 -2.55404 -0.13 0.26 -0.62
C -2.83024 0.80241 -3.55694 0.48 -0.36 0.86
C -3.51444 2.06488 -2.97054 -0.56 -1.31 -0.24
C -1.75827 1.12426 -4.61008 -1.06 1.74 0.14
C -1.33689 -3.45497 -1.12928 0.29 -0.02 1.07
C 0.15814 -3.74978 -1.02245 0.79 -0.88 -0.83
C -2.05129 -3.70126 0.25816 2.04 0.12 0.48
H 1.56514 2.00653 4.74584 -0.75 0.14 0.40
H 2.82176 0.88546 4.24733 -0.13 -0.82 0.17
H 3.27777 2.52303 4.55706 -1.40 -0.63 -0.81
H 2.12283 3.24784 2.49223 0.86 -0.57 -0.15
H 3.09757 0.37508 1.90461 0.58 0.06 -0.42
H 3.37355 1.81381 0.77900 -0.16 -0.20 -0.74
H 4.31349 1.69507 2.23823 -0.42 -0.40 -0.06
H -0.54986 2.89112 3.43681 0.03 -0.19 -0.88
H -3.14389 2.45231 2.50479 0.29 -0.33 0.20
H -3.27267 0.98984 -0.16024 0.31 -0.13 -1.56
H -3.33152 0.27309 1.38867 0.33 -1.36 0.71
H -4.59992 1.31753 0.92232 -0.45 0.07 -0.18
H -3.06324 3.66538 -0.30789 -0.49 0.02 1.50
H -4.11056 4.00094 1.17416 -0.33 0.36 -0.20
H -2.40403 4.37524 1.11744 1.54 1.94 0.94
H -1.70578 2.34826 -1.09433 -0.60 0.70 -0.71
H 3.29037 2.93319 -2.80507 0.81 0.96 -0.46
H 1.64349 4.63649 -2.74791 -0.79 0.73 0.05
H -1.24456 3.88097 -3.30080 -1.31 -0.06 0.14
H -0.49518 5.42083 -3.89165 -0.26 -0.39 -0.07
H -0.03518 3.77954 -4.51019 0.13 0.26 -0.32
H -0.93677 4.67619 -1.01497 -0.08 -0.25 -0.15
H 0.67393 4.60873 -0.32179 0.53 -0.28 0.63
H 0.23708 5.90630 -1.39354 -0.15 0.52 0.35
H 4.51565 0.52190 -1.32247 -1.28 -0.17 -0.27
H 3.54473 -0.90207 -3.74431 -0.70 -1.02 -0.59
H 4.13178 0.70658 -3.93735 0.24 -1.34 1.34
H 5.18043 -0.57221 -3.27226 0.45 -0.29 0.26
H 2.16751 -1.47133 -1.62096 -0.12 0.38 0.14
H 3.65211 -2.06537 -1.30630 0.81 0.16 0.22
H 3.06711 -0.92872 -0.07117 -0.02 -0.28 -0.40
H -3.06269 -2.14938 -3.14121 0.22 0.31 -0.15
H -3.58497 0.18683 -4.01623 -0.46 -0.04 -0.43
H -2.74183 2.69058 -2.53270 -0.67 0.20 0.16
H -3.98735 2.57190 -3.80873 0.07 0.24 -0.01
H -4.36555 1.75751 -2.29066 1.22 0.56 -0.35
H -0.84662 1.54170 -4.17931 -0.12 -0.03 0.02
H -1.51175 0.30813 -5.23552 0.26 -1.05 -0.48
H -2.22996 1.89248 -5.25508 0.54 -0.26 0.11
H -1.65506 -4.08280 -1.97246 -0.52 -0.07 0.61
H 0.73398 -3.53083 -0.10093 -0.69 0.10 -0.14
H 0.28565 -4.82657 -1.24363 0.10 0.32 0.58
H 0.68646 -3.30929 -1.87019 0.07 0.28 -0.05
H -1.62691 -2.96451 1.00542 -0.51 -0.33 -0.99
H -3.07879 -3.49358 0.11858 -1.20 -0.10 0.28
H -1.84865 -4.67245 0.79778 -0.40 0.60 -1.24
C 2.62392 -6.26556 2.27365 -0.58 -2.04 0.76
C 1.40615 -5.45022 2.79368 2.46 -0.64 -1.11
N 1.59679 -4.06524 2.33606 -0.94 0.25 0.49
C 0.69299 -3.14258 2.69271 0.17 0.46 0.33
S 0.82546 -1.45557 2.27074 0.05 -0.03 0.22
N -0.27655 -3.51281 3.51001 -0.67 -0.02 -0.58
C -1.51118 -2.73556 3.86431 0.93 -2.22 1.62
C -1.48386 -2.21671 5.33012 -1.15 -1.46 -1.74
H 2.55932 -7.36252 2.63522 -0.12 1.76 -0.57
H 3.56306 -5.91725 2.69113 0.07 0.33 0.01
H 2.69548 -6.31417 1.18094 -0.15 0.23 0.24
H 1.39655 -5.53666 3.87682 -0.14 0.18 0.21
H 0.51129 -5.86618 2.35549 -0.44 0.03 -0.06
H 2.51301 -3.70942 2.10392 -0.02 -0.30 -0.14
H -0.27698 -4.51200 3.69778 -0.31 0.43 0.37
H -2.32988 -3.41983 3.71909 -0.29 -0.62 0.24
H -1.68263 -2.05352 3.09964 0.10 1.87 -0.93
H -1.21178 -2.99520 6.04786 0.15 0.05 -0.29
H -2.53982 -1.99460 5.50820 0.37 0.69 0.41
H -0.79966 -1.41578 5.33555 0.48 1.22 0.62
```
Positions in Å, forces in eV/Å.

Results of the Löwdin charge analysis, in e, for atoms 1 through 2:
1 Ti 0.9264
2 C -0.0417